# 1
Entry from the OMol25 dataset: a single C2H2O2 molecule (ωB97M-V/def2-TZVPD).

Calculated values
Energy above the lowest of the compared OMol25 structures with the same formula, charge and spin = 3.093 eV
Max |F| = 4.5 eV/A
Charge = 0
HOMO level = -9.83 eV

Each atom is followed by the atoms it is bonded to, with distances in Å.
Cartesian coordinates (Å):
1 O 0.24 -1.47 -0.72  C3 1.367, C4 1.335
2 O -1.50 -0.38 -0.52  C3 1.344, C4 1.454
3 C -0.96 -1.29 -1.35  O1 1.367, O2 1.344, C4 1.796
4 C -0.12 -0.35 -0.08  O1 1.335, O2 1.454, C3 1.796, H5 1.011, H6 1.083
5 H 0.28 -0.31 0.85  C4 1.011
6 H 0.19 0.39 -0.81  C4 1.083

Charges in e, computed with Löwdin, in the same order as the atoms:
1. O 0.02
2. O 0.03
3. C -0.04
4. C -0.24
5. H 0.11
6. H 0.13

# 2
Entry from the OMol25 dataset: a single C2H2O2S molecule (ωB97M-V/def2-TZVPD).

Calculated values
Energy above the lowest of the compared OMol25 structures with the same formula, charge and spin = 3.451 eV
Max |F| = 4.8 eV/A
Charge = 0
HOMO level = -9.31 eV

Each atom is followed by the atoms it is bonded to, with distances in Å.
Cartesian coordinates (Å):
1 S 0.01 -0.91 3.17  O3 1.456, C5 1.586
2 O -1.22 0.48 0.98  C4 1.404, C5 1.341
3 O -0.82 -0.60 4.32  S1 1.456
4 C -0.15 -0.13 0.31  O2 1.404, C5 1.575, H6 1.065, H7 1.137
5 C -0.40 -0.10 1.87  S1 1.586, O2 1.341, C4 1.575
6 H 0.37 0.71 -0.08  C4 1.065
7 H -0.28 -1.15 -0.16  C4 1.137

These are the Löwdin partial charges, in e, on atoms 1 to 6:
1. S 0.94
2. O -0.01
3. O -0.57
4. C -0.06
5. C -0.53
6. H 0.10

# 3
Entry from the OMol25 dataset: a single C2H2O2S2 molecule (ωB97M-V/def2-TZVPD).

Calculated values
Energy above the lowest of the compared OMol25 structures with the same formula, charge and spin = 2.142 eV
Max |F| = 3.7 eV/A
Charge = 0
HOMO level = -9.34 eV

Each atom is followed by the atoms it is bonded to, with distances in Å.
Cartesian coordinates (Å):
1 S -1.38 0.92 1.77  C6 1.707
2 S -0.07 0.77 -1.98  O4 1.460, C5 1.644
3 O 0.95 -0.25 1.49  C6 1.375, H8 1.077
4 O 0.06 -0.13 -3.12  S2 1.460
5 C -0.14 -0.19 -0.64  S2 1.644, C6 1.501, H7 1.147
6 C -0.17 0.18 0.82  S1 1.707, O3 1.375, C5 1.501
7 H -0.06 -1.31 -0.86  C5 1.147
8 H 0.82 0.01 2.52  O3 1.077

These are the Löwdin partial charges, in e, on atoms 1 to 6:
1. S 0.64
2. S 0.96
3. O -0.09
4. O -0.55
5. C -0.39
6. C -0.86

# 4
Entry from the OMol25 dataset: a single C2H2O2S2 molecule (ωB97M-V/def2-TZVPD).

Calculated values
SMILES string = OC(=S)C(O)=S
Energy above the lowest of the compared OMol25 structures with the same formula, charge and spin = 0.620 eV
Max |F| = 2.1 eV/A
Charge = 0
HOMO level = -9.09 eV

Each atom is followed by the atoms it is bonded to, with distances in Å.
Cartesian coordinates (Å):
1 S 0.99 1.83 0.21  C5 1.646
2 S -0.73 -1.74 -0.96  C6 1.644
3 O 1.24 -0.68 1.05  C5 1.296, H7 0.979
4 O -1.64 0.52 0.11  C6 1.308, H8 0.958
5 C 0.57 0.26 0.46  S1 1.646, O3 1.296, C6 1.494
6 C -0.66 -0.28 -0.20  S2 1.644, O4 1.308, C5 1.494
7 H 2.09 -0.29 1.36  O3 0.979
8 H -2.44 0.16 -0.28  O4 0.958

These are the Löwdin partial charges, in e, on atoms 1 to 6:
1. S 0.76
2. S 0.76
3. O 0.03
4. O 0.02
5. C -0.90
6. C -0.91